C26H34N4O4S in the gas phase, computed with the ωB97M-V functional and the def2-TZVPD basis.

```
69
C26H34N4O4S | OMol25 | the ωB97M-V functional and the def2-TZVPD basis
C -8.028 -2.068 2.726
C -6.997 -1.917 1.618
O -6.368 -0.658 1.812
C -5.404 -0.182 1.000
C -4.954 1.086 1.355
C -3.962 1.732 0.633
N -3.510 2.985 0.964
C -2.531 3.644 0.290
S -2.123 5.159 0.797
N -1.964 3.014 -0.782
C -0.871 3.671 -1.497
C 0.462 3.246 -0.934
C 1.049 2.063 -1.367
C 2.257 1.646 -0.842
C 2.897 2.404 0.134
C 4.186 1.982 0.758
O 4.439 2.171 1.932
N 5.048 1.373 -0.092
C 6.344 0.881 0.311
C 6.577 -0.583 -0.089
N 6.117 -1.521 0.909
C 4.701 -1.520 1.203
C 3.746 -1.983 0.093
C 6.783 -2.805 0.878
C 6.752 -3.585 -0.444
C 2.297 3.576 0.582
C 1.095 3.999 0.047
C -2.358 1.760 -1.253
O -1.848 1.283 -2.247
C -3.402 1.101 -0.478
C -3.847 -0.171 -0.839
C -4.831 -0.830 -0.128
O -5.277 -2.086 -0.431
C -4.816 -2.738 -1.600
C -5.456 -2.196 -2.874
H -7.541 -2.029 3.696
H -8.540 -3.021 2.623
H -8.756 -1.264 2.671
H -7.483 -1.949 0.637
H -6.258 -2.722 1.671
H -5.404 1.555 2.216
H -3.910 3.474 1.754
H -1.007 4.750 -1.400
H -0.952 3.369 -2.543
H 0.548 1.465 -2.114
H 2.683 0.709 -1.174
H 4.811 1.305 -1.069
H 7.122 1.502 -0.150
H 6.404 0.987 1.395
H 6.130 -0.748 -1.087
H 7.656 -0.735 -0.186
H 4.432 -0.504 1.497
H 4.554 -2.156 2.080
H 2.724 -1.736 0.371
H 3.806 -3.058 -0.059
H 3.974 -1.489 -0.849
H 6.343 -3.419 1.666
H 7.834 -2.629 1.143
H 7.288 -4.523 -0.319
H 5.734 -3.811 -0.749
H 7.233 -3.021 -1.239
H 2.789 4.147 1.355
H 0.642 4.914 0.397
H -3.374 -0.615 -1.700
H -5.114 -3.780 -1.450
H -3.723 -2.698 -1.660
H -6.539 -2.270 -2.806
H -5.191 -1.154 -3.035
H -5.117 -2.780 -3.726
```

Structure (SMILES): CCOc1cc2[nH]c(=S)n(Cc3ccc(C(=O)NCCN(CC)CC)cc3)c(=O)c2cc1OCC
Frontier orbital gap (eV): 8.36
Total energy (eV): -52500.677
Maximum force (eV Å⁻¹): 0.9
ΔE to the lowest compared entry with this formula, charge and spin (kJ/mol): 208.2

So, what does the Löwdin scheme give us? The charges, in e, come out as: number 1, C, carries -0.0606; number 2, C, carries -0.2369; number 3, O, carries -0.0188; number 4, C, carries -0.1697; number 5, C, carries 0.0770; number 6, C, carries -0.1784; number 7, N, carries 0.0835; number 8, C, carries -0.7608; number 9, S, carries 0.6976; number 10, N, carries 0.0198; number 11, C, carries -0.1185; number 12, C, carries -0.1883; number 13, C, carries -0.0181; number 14, C, carries -0.0215; number 15, C, carries -0.1336; number 16, C, carries -0.4711; number 17, O, carries 0.0687; number 18, N, carries 0.0614; number 19, C, carries -0.1490; number 20, C, carries -0.1914; number 21, N, carries -0.1982; number 22, C, carries -0.2260; number 23, C, carries -0.0788; number 24, C, carries -0.2473; number 25, C, carries -0.0833; number 26, C, carries -0.0006; number 27, C, carries -0.0287; number 28, C, carries -0.3504; number 29, O, carries 0.0831; number 30, C, carries -0.0641; number 31, C, carries 0.0634; number 32, C, carries -0.1689; number 33, O, carries -0.0811; number 34, C, carries -0.2319; number 35, C, carries -0.0565; number 36, H, carries 0.0777; number 37, H, carries 0.0768; number 38, H, carries 0.0774; number 39, H, carries 0.1265; number 40, H, carries 0.1262; number 41, H, carries 0.1316; number 42, H, carries 0.1349; number 43, H, carries 0.0818; number 44, H, carries 0.1307; number 45, H, carries 0.1061; number 46, H, carries 0.0986; number 47, H, carries 0.1340; number 48, H, carries 0.1208; number 49, H, carries 0.1262; number 50, H, carries 0.1129; number 51, H, carries 0.1208; number 52, H, carries 0.0959; number 53, H, carries 0.1168; number 54, H, carries 0.0710; number 55, H, carries 0.0560; number 56, H, carries 0.0549; number 57, H, carries 0.1130; number 58, H, carries 0.1124; number 59, H, carries 0.0691; number 60, H, carries 0.0530; number 61, H, carries 0.0630; number 62, H, carries 0.1205; number 63, H, carries 0.0750; number 64, H, carries 0.1180; number 65, H, carries 0.1264; number 66, H, carries 0.1201; number 67, H, carries 0.0800; number 68, H, carries 0.0702; number 69, H, carries 0.0796